DFT (wB97M-V/def2-TZVPD) results for a cluster of 13 separate species, C50H76F24N7O27S8 in total in a non-equilibrium geometry.

- Multiplicity: 2
- Frontier orbital gap: 2.150 eV
- HOMO energy: -0.248 Ha
- F_max: 4.9 eV/Å
- Total energy: -9947.3895 Eh
- Charge: 0

Cartesian coordinates (Å):
C -1.6076 -3.0321 8.5103
C -3.0702 -2.6283 8.7482
N -3.9551 -2.6205 7.4785
C -4.1663 -4.1242 7.0480
C -5.3376 -1.9858 7.8346
C -5.3247 -0.4222 8.0251
C -3.3210 -1.8925 6.2548
C -4.1917 -1.6905 4.9957
O -4.4320 -2.8882 4.3784
C -3.4132 -3.6418 3.6839
H -1.5223 -3.8405 7.7841
H -1.1773 -3.2558 9.4864
H -1.0731 -2.1567 8.1413
H -3.0383 -1.6038 9.1189
H -3.5694 -3.2746 9.4702
H -3.2600 -4.4590 6.5434
H -5.0713 -4.0806 6.4419
H -4.5784 -4.7815 7.8136
H -5.8328 -2.4254 8.7004
H -5.9856 -2.1891 6.9821
H -6.2906 0.0652 8.1576
H -4.8936 0.0776 7.1577
H -4.7359 -0.1373 8.8971
H -2.4176 -2.4354 5.9771
H -2.9981 -0.9359 6.6656
H -3.8322 -1.0223 4.2131
H -5.1183 -1.1703 5.2386
H -3.8813 -4.3298 2.9799
H -2.6912 -4.2330 4.2472
H -2.7630 -2.9850 3.1060
C -2.4348 -0.9845 -1.3424
N -1.6184 -1.1635 -0.0194
C -1.4602 -2.7513 0.0991
C -0.2173 -0.6199 -0.2472
C -2.1550 -0.5298 1.2771
C -2.6620 0.9335 1.1170
O -3.3870 1.2088 2.3116
H -2.5770 0.0962 -1.3514
H -3.3598 -1.5606 -1.3198
H -1.8781 -1.1752 -2.2599
H -2.4242 -3.1068 0.4630
H -0.7728 -2.7737 0.9447
H -1.1213 -3.1598 -0.8530
H 0.3823 -1.0440 0.5582
H -0.2785 0.4617 -0.3673
H 0.2191 -0.9825 -1.1779
H -1.3321 -0.6685 1.9783
H -2.9588 -1.1893 1.6043
H -3.2596 1.1015 0.2210
H -1.8129 1.6117 1.0317
H -3.3908 2.1688 2.3211
C -3.0587 5.1525 -2.0500
N -1.9721 5.9834 -1.3164
C -0.6824 5.6518 -2.0427
C -2.2140 7.5429 -1.4477
C -1.9184 5.5449 0.1148
C -0.5878 5.8115 0.9317
O -0.3006 7.2110 0.8698
H -3.2055 5.4310 -3.0935
H -4.0032 5.3731 -1.5526
H -2.8018 4.1269 -1.7847
H 0.1367 6.1960 -1.5727
H -0.7770 5.9823 -3.0770
H -0.4098 4.5999 -2.1285
H -3.0850 7.7313 -0.8199
H -2.5002 7.7256 -2.4835
H -1.4379 8.1946 -1.0465
H -2.0981 4.4803 0.2643
H -2.7797 6.0483 0.5539
H 0.1602 5.1015 0.5786
H -0.6404 5.5598 1.9909
H -0.4418 7.5906 1.7401
C 3.2051 -3.1260 -4.5500
N 3.2988 -1.6663 -4.3258
C 4.1320 -1.0034 -5.1653
C 4.3520 0.3623 -4.9360
C 3.7211 1.0591 -3.8431
C 2.8736 0.3138 -3.0015
C 2.6567 -1.0504 -3.3024
C 3.9246 2.4932 -3.5875
C 5.1742 3.0627 -3.7018
C 5.4335 4.3607 -3.3145
N 4.3390 5.1629 -2.9982
C 3.1108 4.6339 -2.8748
C 2.8435 3.3168 -3.2327
C 4.5707 6.5579 -2.6655
H 2.4289 -3.4976 -3.8811
H 4.1438 -3.6335 -4.3274
H 2.8926 -3.1483 -5.5940
H 4.6507 -1.5945 -5.9055
H 4.9589 0.9298 -5.6259
H 2.4862 0.7565 -2.0957
H 2.0099 -1.7412 -2.7820
H 6.0882 2.5117 -3.8669
H 6.3593 4.9054 -3.4271
H 2.3368 5.3061 -2.5349
H 1.8611 2.8793 -3.1331
H 4.0708 7.1614 -3.4232
H 5.6201 6.7314 -2.9038
H 4.1636 6.8312 -1.6920
C 9.2356 -3.8217 -6.0955
N 8.4329 -3.3211 -4.9868
C 7.7959 -4.2973 -4.2400
C 7.0870 -3.9934 -3.1123
C 7.0131 -2.6646 -2.7238
C 7.7226 -1.6716 -3.3969
C 8.4163 -1.9872 -4.5765
C 6.2893 -2.3973 -1.3983
C 6.4026 -3.2393 -0.2803
C 5.7737 -2.9021 0.9309
N 4.8595 -1.8625 0.9254
C 4.6820 -0.9973 -0.1501
C 5.4246 -1.3121 -1.3123
C 3.9980 -1.5727 2.0842
H 8.5887 -4.4707 -6.6858
H 10.0557 -4.4485 -5.7451
H 9.5269 -2.9539 -6.6872
H 7.9523 -5.2692 -4.6844
H 6.6557 -4.8114 -2.5543
H 7.8003 -0.6396 -3.0882
H 9.0823 -1.2572 -5.0123
H 6.8986 -4.1934 -0.3800
H 5.8481 -3.5353 1.8026
H 3.9261 -0.2334 -0.0424
H 5.2780 -0.6798 -2.1756
H 4.7049 -0.9958 2.6804
H 3.9616 -2.5677 2.5279
H 3.0162 -1.1981 1.7948
C 0.8275 -4.3794 5.4306
F 1.5168 -4.3391 6.5954
F 1.5855 -5.0784 4.6132
F -0.4987 -4.9555 5.7029
S 0.7256 -2.5757 4.6163
O 0.0565 -1.7418 5.6462
O 2.1259 -2.1788 4.4032
O -0.0720 -2.6639 3.3739
C -0.0144 -3.9484 -6.4170
F -0.9157 -4.7265 -6.9379
F 0.7531 -4.5826 -5.5080
F 0.7761 -3.4466 -7.3960
S -0.9807 -2.4256 -5.6272
O -2.3567 -2.9939 -5.3552
O -0.1920 -2.1035 -4.4132
O -1.0222 -1.3681 -6.6557
C 3.3622 3.4815 0.7920
F 3.7875 3.2024 2.0648
F 3.0742 4.7859 0.7046
F 4.3227 3.2651 -0.1554
S 1.7410 2.4392 0.4509
O 2.2245 1.1164 0.1686
O 0.9803 2.5220 1.6845
O 1.0939 3.1575 -0.7245
C -0.8457 1.3560 -3.9659
F -1.8785 0.5935 -4.1602
F -0.7489 1.8236 -2.6989
F 0.2686 0.6290 -4.1973
S -0.9124 2.8619 -5.2308
O -1.9597 3.7257 -4.6292
O 0.4375 3.4485 -5.2502
O -1.3271 2.2990 -6.5168
C -5.9390 2.5670 -0.9743
F -6.0406 3.7734 -0.3972
F -4.8412 2.4991 -1.7394
F -5.8852 1.6037 -0.0774
S -7.4315 2.3064 -2.1218
O -7.4828 3.4224 -3.0103
O -7.0079 1.0718 -2.7869
O -8.6493 2.0644 -1.3364
C 1.9792 -5.1283 0.7847
F 2.6718 -4.4883 1.6386
F 2.3751 -6.4376 0.6779
F 0.7496 -5.0236 1.2006
S 2.0669 -4.0785 -0.8302
O 0.9130 -4.4354 -1.6802
O 1.9565 -2.6237 -0.4574
O 3.3630 -4.4140 -1.4600
C -6.6285 -2.2803 -1.8357
F -5.8651 -1.3344 -2.3042
F -7.7171 -1.8275 -1.1587
F -7.0933 -3.1316 -2.8020
S -5.5373 -3.5312 -0.6830
O -5.3256 -2.7295 0.5452
O -6.3015 -4.7432 -0.4527
O -4.2930 -3.7579 -1.4390
C -4.6018 4.8206 4.6068
F -5.4388 5.5974 5.2585
F -3.3657 5.0705 5.1735
F -4.9454 3.6182 5.0001
S -4.7365 4.9508 2.7422
O -6.1705 4.7774 2.5015
O -4.2525 6.3332 2.4324
O -3.9282 3.8953 2.1529

Here are the Mulliken charges for atoms 1 to 5, given in e:
1 C -1.024
2 C -0.432
3 N 0.347
4 C -0.889
5 C -0.456